DFT (the ωB97M-V functional and the def2-TZVPD basis) results for C32H30BrClN3O9Sm as an isolated structure in a non-equilibrium geometry.

Computed properties:
E	-5771.2744	Ha
HOMO (alpha / beta)	-8.3 / -8.3	eV
HOMO-LUMO gap (alpha / beta)	7.198 / 7.207	eV
energy above the lowest of the compared OMol25 structures with the same formula, charge and spin	0.395	eV
<S²>	8.7582

ORCA input file:
```
! RIJCOSX wB97M-V def2-TZVPD def2/J DEFGRID3
* xyz 0 6
Sm 1.345 -2.224 0.391
O 5.219 -1.354 2.954
C 4.247 -1.547 2.080
O 3.148 -1.968 2.381
C 4.594 -1.235 0.667
C 5.784 -0.694 0.227
C 5.967 -0.564 -1.149
C 4.987 -1.017 -2.012
C 3.815 -1.547 -1.480
N 3.623 -1.614 -0.169
C 2.727 -2.221 -2.367
O 2.909 -2.179 -3.567
O 1.792 -2.783 -1.703
H 4.917 -1.617 3.835
H 6.541 -0.388 0.934
H 6.885 -0.138 -1.530
H 5.100 -0.987 -3.086
C -1.904 4.869 1.463
C -0.910 4.909 0.291
C 0.297 5.773 0.678
C -1.614 5.560 -0.902
C -0.453 3.486 -0.022
C 0.142 2.722 0.978
C 0.479 1.425 0.691
Br 1.100 0.248 2.113
C 0.308 0.769 -0.542
O 0.680 -0.483 -0.637
C -0.321 1.544 -1.549
C -0.662 2.863 -1.247
C -0.746 1.026 -2.937
C -2.278 1.124 -3.037
C -0.097 1.902 -4.020
C -0.366 -0.425 -3.246
H -2.253 5.878 1.696
H -1.453 4.455 2.365
H -2.772 4.258 1.203
H -0.028 6.786 0.923
H 1.006 5.833 -0.150
H 0.817 5.367 1.546
H -1.960 6.555 -0.621
H -2.484 4.976 -1.208
H -0.938 5.665 -1.752
H 0.326 3.113 1.970
H -1.143 3.431 -2.031
H -2.634 2.150 -2.929
H -2.750 0.519 -2.259
H -2.612 0.751 -4.008
H -0.387 2.950 -3.931
H -0.394 1.551 -5.010
H 0.991 1.840 -3.949
H -0.836 -1.125 -2.558
H 0.709 -0.578 -3.217
H -0.707 -0.670 -4.255
O -0.593 -7.632 2.340
C -1.684 -6.921 2.171
O -2.791 -7.391 2.248
C -1.496 -5.458 1.888
C -2.523 -4.525 1.901
Cl -4.181 -4.785 2.097
N -1.998 -3.305 1.637
N -0.665 -3.406 1.430
C -0.352 -4.695 1.594
C 1.107 -5.118 1.473
O 1.412 -6.258 1.812
O 1.883 -4.212 1.052
C -2.627 -2.021 1.705
C -3.530 -1.741 2.724
C -4.099 -0.480 2.801
C -3.752 0.502 1.887
C -2.843 0.222 0.879
C -2.289 -1.045 0.776
H 0.242 -7.112 2.148
H -3.776 -2.489 3.461
H -4.808 -0.265 3.589
H -4.196 1.487 1.954
H -2.569 0.994 0.172
H -1.627 -1.288 -0.042
*
```

Mulliken atomic charges, in units of e:
1. Sm 0.57
2. O -0.46
3. C 0.29
4. O -0.43
5. C 0.59
6. C -0.72
7. C -0.39
8. C -0.73
9. C 0.71
10. N 0.13
11. C 0.25
12. O -0.71
13. O -0.58
14. H 0.39
15. H 0.53
16. H 0.45
17. H 0.56
18. C -1.64
19. C 1.94
20. C -1.75
21. C -2.10
22. C -0.13
23. C -0.44
24. C 0.27
25. Br -0.18
26. C 0.50
27. O 0.19
28. C -0.26
29. C -0.44
30. C 2.26
31. C -1.73
32. C -1.85
33. C -2.15
34. H 0.46
35. H 0.34
36. H 0.33
37. H 0.46
38. H 0.38
39. H 0.31
40. H 0.45
41. H 0.40
42. H 0.38
43. H 0.48
44. H 0.34
45. H 0.31
46. H 0.25
47. H 0.52
48. H 0.29
49. H 0.51
50. H 0.38
51. H 0.24
52. H 0.36
53. H 0.56
54. O -0.57
55. C 0.45
56. O -0.59
57. C -0.23
58. C 0.37
59. Cl -0.11
60. N 0.23
61. N -0.42
62. C 0.31
63. C 0.82
64. O -0.85
65. O -0.51
66. C -0.23
67. C -0.45
68. C -0.88
69. C -0.86
70. C -0.03
71. C 0.27
72. H 0.45
73. H 0.51
74. H 0.38
75. H 0.47
76. H 0.27
77. H 0.54